Entry 1:
ORCA calculation (ωB97M-V with the def2-TZVPD basis set) on a 4-piece molecular cluster, C24H36F9N3O9S2 overall in a non-equilibrium geometry.

Computed properties:
HOMO level ... -8.464 eV

```
83
Properties=species:S:1:pos:R:3:lowdin_charge:R:1
C -2.79 1.15 0.18 -0.115
O -2.54 -0.28 0.41 -0.284
C -2.23 -1.00 -0.84 -0.142
C -3.57 -1.72 -1.50 -0.469
N -3.04 -2.90 -2.32 0.021
C -4.64 -2.29 -0.40 -0.111
C -6.08 -1.47 -0.36 -0.249
C -7.21 -2.32 0.49 -0.498
S -8.88 -1.47 0.64 0.760
C -9.10 -0.14 -0.70 -0.943
S -9.11 -0.66 -2.32 0.644
N -9.23 1.28 -0.21 -0.211
C -10.08 2.15 -1.11 -0.171
C -9.13 3.20 -1.97 -0.171
O -7.85 2.62 -2.41 -0.214
C -7.03 2.16 -1.26 -0.174
C -7.89 1.92 0.12 -0.157
N -4.14 -0.73 -2.49 0.088
C -4.66 -1.38 -3.61 -0.021
O -5.55 -2.12 -4.34 -0.006
H -3.58 1.50 1.01 0.112
H -3.28 1.40 -0.86 0.097
H -1.79 1.76 0.29 0.099
H -1.90 -0.17 -1.63 0.137
H -1.36 -1.79 -0.75 0.138
H -2.23 -2.54 -2.90 0.098
H -2.61 -3.62 -1.70 0.089
H -4.14 -2.41 0.67 0.131
H -4.92 -3.39 -0.74 0.131
H -6.46 -1.46 -1.49 0.085
H -5.88 -0.39 0.07 0.106
H -6.71 -2.59 1.54 0.102
H -7.33 -3.37 -0.06 0.099
H -10.72 2.85 -0.38 0.134
H -10.86 1.57 -1.76 0.116
H -8.89 4.13 -1.27 0.127
H -9.67 3.64 -2.92 0.137
H -6.58 1.11 -1.57 0.101
H -6.09 2.87 -1.06 0.136
H -7.37 1.24 0.92 0.122
H -8.07 2.99 0.62 0.139
C -0.17 -0.46 2.76 -0.053
C -0.38 0.95 3.30 -0.205
O 0.49 1.20 4.42 0.018
C 1.79 1.52 4.11 -0.307
O 2.22 1.59 2.97 0.122
C 2.58 1.80 5.39 -0.468
F 2.38 0.87 6.36 0.143
F 2.25 3.01 5.94 0.146
F 3.93 1.84 5.18 0.140
H -0.29 -1.19 3.56 0.087
H -0.88 -0.67 1.96 0.057
H 0.85 -0.58 2.37 0.078
H -1.41 1.05 3.66 0.130
H -0.24 1.71 2.52 0.119
C 4.16 2.17 0.66 -0.065
C 5.60 2.00 1.13 -0.201
O 6.42 1.51 0.06 0.007
C 6.84 2.43 -0.85 -0.322
O 6.54 3.63 -0.81 0.144
C 7.75 1.79 -1.90 -0.465
F 7.24 0.62 -2.38 0.126
F 8.98 1.50 -1.40 0.134
F 7.96 2.59 -2.99 0.145
H 3.78 1.24 0.24 0.087
H 3.52 2.47 1.49 0.053
H 4.09 2.93 -0.13 0.078
H 5.63 1.25 1.93 0.128
H 6.00 2.93 1.54 0.128
C 8.99 -1.55 -1.15 -0.065
C 9.50 -2.75 -1.92 -0.201
O 10.87 -3.02 -1.60 0.012
C 11.10 -3.69 -0.43 -0.324
O 10.21 -4.04 0.34 0.141
C 12.59 -3.95 -0.23 -0.472
F 13.36 -2.85 -0.48 0.140
F 13.05 -4.93 -1.06 0.143
F 12.90 -4.34 1.03 0.140
H 9.64 -0.68 -1.32 0.074
H 7.97 -1.30 -1.45 0.073
H 9.00 -1.74 -0.07 0.084
H 9.46 -2.54 -3.00 0.129
H 8.88 -3.64 -1.74 0.126
```

Entry 2:
ORCA calculation (ωB97M-V with the def2-TZVPD basis set) on a 6-piece molecular cluster, C24H36IN2O16P2 overall in a non-equilibrium geometry.

Computed properties:
Charge ... +1
HOMO level ... -11.947 eV

```
81
Properties=species:S:1:pos:R:3:lowdin_charge:R:1
C -0.09 -2.65 3.58 0.112
C -0.47 -3.06 2.48 -0.194
C -0.87 -3.38 1.00 -0.325
P 0.66 -2.96 -0.05 0.408
I 2.23 -4.85 0.14 0.685
N 1.40 -1.59 0.78 -0.031
C 1.55 -0.65 -0.07 -0.396
O 1.69 0.35 -0.67 0.226
P 0.20 -2.48 -2.14 0.579
N 1.58 -2.48 -2.96 -0.307
H 0.63 -2.30 4.38 0.084
H -1.74 -2.75 0.64 0.101
H -1.14 -4.49 0.92 0.105
H -0.68 -3.50 -2.63 0.012
H -0.45 -1.19 -2.26 0.020
H 2.33 -2.68 -2.27 -0.051
C 1.59 -5.21 -8.00 -0.004
C 1.64 -4.98 -6.50 -0.319
C 3.02 -4.85 -5.93 -0.097
O 2.84 -5.27 -4.58 0.039
C 1.79 -6.14 -4.59 -0.560
O 1.48 -6.83 -3.66 0.125
O 1.15 -6.12 -5.79 0.085
H 0.98 -6.08 -8.25 0.095
H 1.17 -4.34 -8.50 0.044
H 2.59 -5.37 -8.43 0.090
H 1.01 -4.13 -6.24 0.151
H 3.40 -3.82 -5.97 0.144
H 3.76 -5.51 -6.40 0.141
C 0.93 1.78 2.40 -0.011
C -0.54 2.15 2.28 -0.316
C -0.89 3.52 2.79 -0.090
O -2.26 3.37 3.14 0.069
C -2.44 2.06 3.46 -0.539
O -3.42 1.62 3.99 0.154
O -1.35 1.32 3.11 0.077
H 1.06 0.82 2.90 0.085
H 1.38 1.71 1.41 0.062
H 1.49 2.53 2.95 0.058
H -0.88 2.01 1.24 0.153
H -0.77 4.29 2.03 0.146
H -0.33 3.81 3.68 0.134
C 2.78 6.71 5.36 -0.008
C 2.62 5.33 5.98 -0.322
C 3.89 4.69 6.43 -0.095
O 3.58 3.30 6.35 0.077
C 2.63 3.17 5.38 -0.533
O 2.27 2.13 4.92 0.135
O 2.14 4.38 5.01 0.067
H 2.29 6.77 4.38 0.090
H 2.34 7.47 6.01 0.087
H 3.83 6.98 5.22 0.085
H 1.88 5.37 6.78 0.161
H 4.17 4.96 7.45 0.148
H 4.74 4.88 5.76 0.142
C -4.10 1.94 7.09 -0.013
C -3.85 3.14 7.99 -0.324
C -2.53 3.82 7.79 -0.113
O -2.29 4.41 9.07 0.058
C -2.94 3.64 9.98 -0.545
O -2.81 3.73 11.16 0.166
O -3.77 2.74 9.37 0.084
H -4.40 1.06 7.67 0.093
H -4.89 2.16 6.38 0.084
H -3.21 1.68 6.51 0.064
H -4.68 3.85 7.91 0.160
H -2.56 4.58 7.01 0.140
H -1.71 3.12 7.58 0.136
C -2.68 -3.10 -11.16 -0.008
C -2.01 -2.29 -10.06 -0.325
C -1.39 -1.00 -10.51 -0.099
O -0.37 -0.81 -9.53 0.073
C -0.01 -2.04 -9.09 -0.534
O 0.95 -2.27 -8.42 0.139
O -0.88 -2.99 -9.53 0.079
H -2.33 -4.13 -11.17 0.093
H -3.76 -3.11 -11.01 0.085
H -2.51 -2.67 -12.15 0.085
H -2.71 -2.13 -9.23 0.158
H -2.10 -0.17 -10.50 0.145
H -0.92 -1.06 -11.49 0.143
```

Entry 3:
ORCA calculation (ωB97M-V with the def2-TZVPD basis set) on C24H36N8O4SZr as an isolated structure in a non-equilibrium geometry.

Computed properties:
Charge ... +2
HOMO level ... -13.540 eV

```
74
Properties=species:S:1:pos:R:3:lowdin_charge:R:1
Zr -0.23 -0.35 -0.20 1.934
C 2.50 -2.12 0.02 -0.047
N 1.04 -2.46 0.00 -0.295
C 0.79 -3.25 -1.19 -0.242
C -0.69 -3.33 -1.51 -0.169
C -0.91 -2.41 -2.66 -0.159
N -0.71 -0.97 -2.26 -0.110
C -0.97 -0.13 -3.23 -0.075
C -1.28 1.24 -3.10 -0.164
C -1.74 1.88 -4.23 -0.020
C -2.24 3.17 -4.16 -0.037
C -2.58 3.71 -2.90 -0.017
C -2.17 3.09 -1.73 0.008
C -1.37 1.95 -1.83 -0.293
O -0.71 1.50 -0.77 -0.260
C 0.80 -3.40 1.15 -0.198
C 1.15 -2.88 2.51 -0.167
C 0.75 -1.47 2.95 -0.179
N -0.30 -0.89 2.08 -0.094
C -1.28 -0.38 2.82 -0.044
C -2.66 -0.12 2.39 -0.105
C -3.64 0.35 3.32 -0.023
C -4.76 0.98 2.86 -0.066
C -5.04 0.94 1.49 -0.035
C -4.22 0.27 0.59 -0.015
C -3.00 -0.25 0.97 -0.325
O -2.20 -0.91 0.13 -0.235
H 2.96 -3.00 0.42 0.092
H 2.66 -1.22 0.69 0.093
H 2.88 -1.84 -0.95 0.019
H 1.27 -4.29 -1.03 0.160
H 1.25 -2.83 -2.12 0.114
H -1.24 -3.13 -0.63 0.082
H -0.75 -4.39 -1.81 0.149
H -1.86 -2.55 -3.03 0.108
H -0.08 -2.61 -3.39 0.145
H -0.94 -0.53 -4.22 0.142
H -1.82 1.28 -5.15 0.140
H -2.48 3.67 -5.09 0.113
H -3.06 4.66 -2.84 0.115
H -2.41 3.49 -0.75 0.126
H 1.47 -4.34 0.96 0.166
H -0.27 -3.71 1.16 0.139
H 2.24 -3.03 2.64 0.119
H 0.73 -3.70 3.16 0.143
H 1.66 -0.90 2.92 0.098
H 0.36 -1.44 3.97 0.118
H -0.98 -0.23 3.85 0.124
H -3.47 0.22 4.37 0.120
H -5.39 1.48 3.57 0.114
H -5.89 1.47 0.98 0.139
H -4.37 0.34 -0.49 0.128
N 1.57 0.38 -1.97 -0.027
N 2.85 0.68 -1.52 -0.091
C 3.98 0.20 -2.13 -0.832
N 5.16 0.66 -1.63 0.097
S 3.93 -1.07 -3.29 0.623
H 1.68 -0.29 -2.76 0.038
H 1.10 1.27 -2.32 0.137
H 2.86 1.26 -0.70 0.108
H 5.35 1.49 -1.12 0.097
H 6.01 0.29 -2.05 0.109
C -0.17 3.23 2.98 0.034
O 0.15 2.24 1.91 -0.034
C 1.39 1.74 1.84 -0.455
O 1.55 0.79 0.94 -0.179
N 2.47 2.20 2.53 0.064
N 3.79 1.64 2.24 0.099
H 0.62 4.02 3.13 0.111
H -0.27 2.67 3.94 0.111
H -1.09 3.73 2.69 0.101
H 2.42 2.74 3.34 0.135
H 4.23 2.49 1.84 0.113
H 3.65 1.04 1.42 0.063
```

Entry 4:
ORCA calculation (ωB97M-V with the def2-TZVPD basis set) on an isolated ion of composition C24H36NO2Si2 and charge +1 in a non-equilibrium geometry.

Computed properties:
Charge ... +1
HOMO level ... -10.859 eV

```
65
Properties=species:S:1:pos:R:3:nbo_charge:R:1
C -1.21 -0.37 1.27 -0.725
C 0.02 0.17 0.71 0.567
C 0.18 1.58 0.24 -0.489
C -0.57 1.93 -1.01 -0.259
C -2.08 1.78 -0.92 -0.224
C -2.93 2.77 -0.56 -0.173
C -4.38 2.75 -0.70 -0.008
C -5.19 3.67 0.02 -0.212
C -6.58 3.66 -0.11 -0.205
C -7.20 2.73 -0.98 -0.195
C -6.41 1.84 -1.71 -0.194
C -5.02 1.84 -1.58 -0.222
C 0.07 1.24 -2.25 -0.042
C 1.37 1.59 -2.58 -0.229
C 2.13 0.80 -3.45 -0.204
C 1.53 -0.29 -4.08 -0.211
C 0.19 -0.58 -3.84 -0.213
C -0.56 0.21 -2.95 -0.169
N 1.03 -0.73 0.60 0.171
O 0.59 -1.98 1.07 -0.679
Si 1.02 -2.58 2.60 1.866
C 2.59 -3.57 2.53 -1.169
C -0.43 -3.71 2.95 -1.146
C 1.09 -1.20 3.87 -1.158
O 2.27 -0.41 1.29 -0.657
Si 3.65 -0.81 0.31 1.860
C 5.06 -1.44 1.38 -1.139
C 3.11 -2.07 -0.96 -1.156
C 4.12 0.80 -0.48 -1.164
H -2.00 0.39 1.31 0.263
H -1.59 -1.21 0.66 0.296
H -1.04 -0.74 2.29 0.280
H -0.15 2.23 1.06 0.270
H 1.25 1.78 0.06 0.253
H -0.42 3.00 -1.18 0.245
H -2.50 0.78 -1.13 0.195
H -2.50 3.65 -0.06 0.203
H -4.71 4.38 0.69 0.213
H -7.19 4.36 0.45 0.226
H -8.29 2.71 -1.07 0.226
H -6.88 1.12 -2.38 0.222
H -4.40 1.16 -2.16 0.208
H 1.80 2.49 -2.11 0.215
H 3.19 1.03 -3.61 0.227
H 2.13 -0.93 -4.72 0.228
H -0.28 -1.44 -4.33 0.228
H -1.62 -0.01 -2.80 0.210
H 2.37 -4.52 3.04 0.263
H 2.92 -3.80 1.51 0.253
H 3.40 -3.09 3.08 0.251
H -0.24 -4.24 3.90 0.257
H -1.38 -3.17 3.05 0.242
H -0.55 -4.47 2.16 0.257
H 1.25 -1.70 4.84 0.263
H 1.92 -0.51 3.70 0.258
H 0.16 -0.62 3.95 0.235
H 5.93 -1.55 0.72 0.262
H 5.34 -0.72 2.15 0.254
H 4.90 -2.41 1.86 0.252
H 3.83 -2.06 -1.79 0.261
H 3.09 -3.09 -0.55 0.248
H 2.12 -1.82 -1.36 0.255
H 5.04 0.69 -1.07 0.259
H 3.34 1.19 -1.15 0.247
H 4.29 1.54 0.31 0.249
```

Entry 5:
ORCA calculation (ωB97M-V with the def2-TZVPD basis set) on a 6-piece molecular cluster, C24H36O18 overall in a non-equilibrium geometry.

Computed properties:
HOMO level ... -10.715 eV

```
78
Properties=species:S:1:pos:R:3:lowdin_charge:R:1
C -1.67 1.87 -3.90 -0.010
C -2.51 1.32 -5.06 -0.305
C -3.67 0.40 -4.66 -0.075
O -4.83 1.04 -5.21 0.079
C -4.46 2.15 -5.86 -0.587
O -5.21 2.93 -6.37 0.151
O -3.16 2.38 -5.74 0.099
H -2.36 2.51 -3.35 0.084
H -0.73 2.35 -4.17 0.087
H -1.41 1.05 -3.23 0.074
H -1.80 0.85 -5.74 0.146
H -3.75 0.29 -3.57 0.123
H -3.59 -0.58 -5.12 0.129
C 3.84 -4.56 2.16 -0.012
C 4.28 -3.10 2.12 -0.292
C 3.30 -2.18 1.34 -0.077
O 2.84 -1.29 2.35 0.058
C 3.42 -1.53 3.52 -0.574
O 3.20 -0.96 4.54 0.164
O 4.20 -2.63 3.46 0.096
H 4.00 -5.07 1.20 0.088
H 2.76 -4.58 2.33 0.075
H 4.42 -5.12 2.89 0.091
H 5.26 -3.02 1.64 0.147
H 2.49 -2.72 0.86 0.104
H 3.82 -1.61 0.56 0.128
C 0.53 0.31 -0.69 -0.001
C -0.70 0.09 0.18 -0.269
C -0.64 -1.26 0.90 -0.076
O -0.79 -0.93 2.28 0.089
C -0.80 0.41 2.44 -0.569
O -0.85 0.97 3.49 0.168
O -0.62 1.03 1.26 0.055
H 0.50 -0.32 -1.58 0.078
H 1.37 -0.13 -0.14 0.071
H 0.78 1.34 -0.92 0.089
H -1.66 0.28 -0.30 0.144
H 0.33 -1.74 0.75 0.101
H -1.43 -1.98 0.69 0.132
C 2.41 1.98 3.01 -0.006
C 2.75 3.23 2.19 -0.270
C 3.27 2.90 0.77 -0.075
O 2.46 3.72 -0.07 0.054
C 1.52 4.36 0.64 -0.573
O 0.73 5.09 0.11 0.143
O 1.50 3.91 1.90 0.091
H 1.69 2.25 3.78 0.097
H 3.28 1.57 3.50 0.087
H 1.91 1.31 2.32 0.066
H 3.47 3.87 2.70 0.151
H 3.07 1.87 0.44 0.116
H 4.32 3.15 0.67 0.131
C 0.93 -3.82 -1.71 -0.018
C -0.20 -4.30 -0.81 -0.285
C -0.51 -5.80 -1.00 -0.079
O -0.26 -6.42 0.25 0.083
C 0.13 -5.49 1.13 -0.586
O 0.40 -5.74 2.26 0.174
O 0.31 -4.31 0.54 0.050
H 0.75 -4.17 -2.73 0.090
H 1.89 -4.25 -1.43 0.095
H 0.99 -2.73 -1.79 0.066
H -1.07 -3.66 -0.94 0.143
H 0.11 -6.28 -1.76 0.133
H -1.56 -5.98 -1.24 0.136
C -3.03 3.75 2.52 0.000
C -3.36 4.04 1.05 -0.288
C -2.13 3.83 0.12 -0.074
O -2.57 2.86 -0.83 0.059
C -3.74 2.37 -0.43 -0.582
O -4.26 1.42 -0.95 0.133
O -4.32 3.11 0.54 0.104
H -2.44 2.83 2.49 0.065
H -3.91 3.52 3.12 0.090
H -2.46 4.54 2.99 0.095
H -3.63 5.09 0.90 0.148
H -1.37 3.37 0.74 0.104
H -1.77 4.76 -0.32 0.128
```

Entry 6:
ORCA calculation (ωB97M-V with the def2-TZVPD basis set) on a 6-piece molecular cluster, C24H37BIO18 overall in a non-equilibrium geometry.

Computed properties:
Charge ... -1
HOMO level ... -4.913 eV

```
81
Properties=species:S:1:pos:R:3:lowdin_charge:R:1
C -4.00 -2.88 -0.93 -0.100
C -3.62 -3.94 0.11 -0.237
C -3.17 -3.39 1.48 -0.176
C -1.65 -3.24 1.69 -0.294
C -0.88 -4.56 1.52 -0.056
C -1.02 -2.11 0.84 -0.321
O -0.16 -2.58 -0.14 -0.070
B 0.43 -1.30 -0.70 -0.569
O 0.51 -0.42 0.51 -0.105
C -0.18 -1.06 1.58 -0.289
C -0.94 0.09 2.29 -0.148
C -2.03 -0.31 3.24 -0.756
O -1.99 -1.05 4.17 0.027
I -3.95 0.73 2.82 0.706
H -5.06 -2.62 -0.88 0.064
H -3.42 -1.96 -0.82 0.058
H -3.80 -3.24 -1.95 0.069
H -4.50 -4.59 0.27 0.096
H -2.85 -4.59 -0.31 0.092
H -3.65 -2.41 1.65 0.082
H -3.55 -4.05 2.27 0.107
H -1.52 -2.97 2.75 0.115
H -1.18 -5.28 2.29 0.082
H 0.19 -4.35 1.64 0.061
H -1.00 -5.01 0.53 0.073
H -1.84 -1.51 0.38 0.134
H 1.53 -1.52 -1.19 0.059
H -0.36 -0.85 -1.55 0.065
H 0.59 -1.51 2.23 0.157
H -1.35 0.74 1.51 0.087
H -0.23 0.68 2.88 0.130
C -2.09 4.69 3.62 -0.117
C -0.75 4.40 2.97 -0.112
O -1.14 4.01 1.65 0.054
C -2.35 4.53 1.39 -0.570
O -2.86 4.49 0.31 0.158
O -2.89 5.08 2.50 0.057
H -2.05 5.49 4.35 0.129
H -2.53 3.80 4.07 0.111
H -0.12 5.29 2.90 0.133
H -0.20 3.59 3.44 0.128
C -2.46 5.86 -2.48 -0.098
C -2.10 7.26 -2.04 -0.108
O -2.00 7.96 -3.30 0.055
C -2.74 7.29 -4.21 -0.588
O -3.00 7.70 -5.30 0.142
O -3.14 6.10 -3.72 0.067
H -3.12 5.36 -1.77 0.107
H -1.56 5.27 -2.62 0.110
H -2.88 7.73 -1.45 0.129
H -1.15 7.32 -1.51 0.122
C 3.64 -4.99 3.11 -0.120
C 4.77 -4.91 2.10 -0.127
O 4.26 -5.67 1.01 0.046
C 2.89 -5.68 1.09 -0.558
O 2.18 -6.12 0.25 0.187
O 2.50 -5.15 2.27 0.047
H 3.52 -4.10 3.72 0.132
H 3.72 -5.87 3.76 0.130
H 4.94 -3.88 1.77 0.129
H 5.70 -5.34 2.45 0.127
C 0.74 2.61 -2.84 -0.086
C 1.48 2.27 -1.56 -0.078
O 1.94 3.57 -1.13 0.066
C 1.13 4.50 -1.65 -0.590
O 1.13 5.65 -1.36 0.136
O 0.31 3.96 -2.58 0.030
H -0.13 1.98 -3.02 0.136
H 1.38 2.61 -3.72 0.132
H 0.84 1.85 -0.79 0.124
H 2.33 1.61 -1.71 0.133
C 4.35 -2.07 -2.07 -0.127
C 5.62 -2.29 -2.87 -0.125
O 5.12 -2.51 -4.19 0.046
C 3.88 -1.94 -4.28 -0.572
O 3.28 -1.81 -5.30 0.163
O 3.46 -1.55 -3.06 0.049
H 4.44 -1.35 -1.26 0.130
H 3.92 -2.99 -1.68 0.133
H 6.26 -1.40 -2.88 0.127
H 6.20 -3.15 -2.55 0.126
```

| no. | E_tot (eV) |
| --- | --- |
| 1 | -94488.3853 |
| 2 | -87880.3202 |
| 3 | -57686.6685 |
| 4 | -46806.0518 |
| 5 | -62328.0310 |
| 6 | -71123.5339 |